Entry 1:
This record from the Open Molecules 2025 dataset describes C27H35BBrF2FeN3O3PS5 as an isolated structure at a distorted geometry. The level of theory is ωB97M-V with the def2-TZVPD basis set.

ORCA input file:
```
! RIJCOSX wB97M-V def2-TZVPD def2/J DEFGRID3
* xyz 0 6
Fe -0.11 -1.50 -1.04
C 0.85 -3.37 -6.49
C -0.66 -3.38 -6.27
S -1.31 -2.80 -4.68
C -0.88 -1.04 -4.69
C 0.59 -0.69 -4.38
S 1.32 -1.66 -3.03
C 3.00 -2.00 -3.60
C 3.10 -2.83 -4.89
S 1.85 -4.12 -5.16
H 1.22 -2.36 -6.65
H 1.07 -3.94 -7.40
H -1.05 -4.39 -6.34
H -1.13 -2.78 -7.05
H -1.56 -0.60 -3.96
H -1.15 -0.63 -5.67
H 0.68 0.36 -4.10
H 1.21 -0.88 -5.24
H 3.46 -2.54 -2.76
H 3.51 -1.05 -3.71
H 4.06 -3.34 -4.87
H 3.10 -2.18 -5.76
Br 7.09 5.67 7.87
C 5.98 4.72 6.66
C 6.37 4.57 5.34
C 5.57 3.85 4.47
C 4.38 3.27 4.90
C 3.99 3.45 6.24
C 4.79 4.17 7.11
N 3.66 2.52 3.95
N 2.68 1.89 4.47
C 1.91 1.10 3.67
C 0.98 0.32 4.39
C 0.22 -0.64 3.76
C 0.34 -0.85 2.40
O -0.46 -1.84 1.83
C 1.17 -0.08 1.58
N 1.23 -0.29 0.21
C 2.09 0.46 -0.51
C 2.89 1.44 0.03
C 2.82 1.69 1.40
C 1.98 0.93 2.22
H 7.31 5.00 5.01
H 5.87 3.71 3.44
H 3.06 3.01 6.56
H 4.49 4.31 8.14
H 0.92 0.45 5.46
H -0.46 -1.27 4.33
H 2.13 0.26 -1.57
H 3.55 2.00 -0.61
H 3.42 2.45 1.85
C -4.02 2.58 0.33
C -4.85 1.72 -0.60
C -4.69 2.14 -2.05
O -4.55 0.31 -0.34
P -3.56 -0.70 -1.06
S -4.07 -1.26 -2.84
S -1.70 0.17 -0.90
O -3.53 -1.91 -0.05
C -4.38 -2.25 1.09
C -4.12 -1.33 2.27
C -5.84 -2.33 0.70
H -4.38 3.60 0.33
H -2.97 2.58 0.02
H -4.07 2.19 1.35
H -5.90 1.80 -0.33
H -3.64 2.04 -2.37
H -4.99 3.18 -2.16
H -5.29 1.52 -2.72
H -4.03 -3.25 1.34
H -4.44 -0.31 2.02
H -3.06 -1.31 2.51
H -4.68 -1.67 3.14
H -6.24 -1.34 0.48
H -6.40 -2.77 1.52
H -5.96 -2.96 -0.19
F -0.94 -3.33 0.12
B -0.04 -2.67 0.90
F 1.23 -3.01 0.59
*
```

- F_max (eV/A) = 1.49
- relative energy (zero: lowest compared OMol25 entry of this formula, charge and spin) (kcal per mole) = 47.6
- E (Eh) = -7834.60613
- <S²> = 8.808
- HOMO (spin up / spin down) (eV) = -5.30 / -7.35

Quick look at the Löwdin charges, all values in e:
1 Fe 0.540
2 C -0.521
3 C -0.539
4 S 0.804
5 C -0.531
6 C -0.439
7 S 0.836
8 C -0.463
9 C -0.527
10 S 0.858
11 H 0.054
12 H 0.071
13 H 0.069
14 H 0.077
15 H -0.006
16 H 0.088
17 H 0.086
18 H 0.057
19 H 0.087
20 H 0.088
21 H 0.071
22 H 0.069
23 Br 0.705
24 C -0.707
25 C -0.140
26 C -0.034
27 C -0.263
28 C -0.028
29 C -0.134
30 N 0.023
31 N 0.034
32 C -0.209
33 C -0.033
34 C -0.016
35 C -0.190
36 O 0.201
37 C -0.132
38 N -0.012
39 C -0.176
40 C -0.069
41 C -0.007
42 C -0.054
43 H 0.097
44 H 0.107
45 H 0.097
46 H 0.098
47 H 0.110
48 H 0.121
49 H 0.051
50 H 0.100
51 H 0.079
52 C -0.057
53 C -0.426
54 C -0.078
55 O -0.329
56 P -0.133
57 S 0.288
58 S 0.420
59 O -0.330
60 C -0.412
61 C -0.030
62 C -0.048
63 H 0.087
64 H 0.052
65 H 0.081
66 H 0.140
67 H 0.063
68 H 0.088
69 H 0.061
70 H 0.140
71 H 0.070
72 H 0.073
73 H 0.090
74 H 0.076
75 H 0.087
76 H 0.087
77 F 0.211
78 B -0.962
79 F 0.245

---

Entry 2:
This record from the Open Molecules 2025 dataset describes C27H35BF4N4P2Pt as an isolated structure at a distorted geometry. The level of theory is ωB97M-V with the def2-TZVPD basis set.

ORCA input file:
```
! RIJCOSX wB97M-V def2-TZVPD def2/J DEFGRID3
* xyz 2 5
Pt 0.25 -2.26 -0.08
C -0.77 0.74 3.85
C -1.57 1.34 2.97
C -1.50 2.70 2.37
C -0.55 2.96 1.17
C 0.90 2.59 1.21
C 1.61 2.22 2.30
C 1.18 2.52 3.72
C 0.43 1.42 4.49
C 0.53 -2.53 1.90
H -1.13 -0.13 4.43
H -2.17 0.64 2.35
H -1.36 3.45 3.14
H -2.53 2.84 1.96
H -0.99 2.41 0.34
H -0.65 4.03 0.95
H 1.38 2.50 0.22
H 2.63 1.79 2.16
H 0.62 3.47 3.76
H 2.12 2.66 4.28
H 1.15 0.71 4.93
H 0.01 1.94 5.36
H 0.12 -1.76 2.59
H 1.64 -2.64 1.86
H 0.07 -3.49 2.22
P 1.72 -1.46 -1.54
P -1.62 -0.73 -0.97
N 2.99 -0.21 -1.41
N 2.48 -2.70 -2.48
N -2.04 1.10 -1.81
N -3.39 -1.10 -1.68
C 0.55 -0.58 -2.59
C -0.79 -1.31 -2.50
C 4.08 -0.32 -0.53
C 5.02 0.66 -0.87
C 4.48 1.42 -1.97
C 3.24 0.86 -2.29
C 2.69 -4.00 -2.01
C 3.11 -4.78 -3.10
C 3.01 -3.98 -4.28
C 2.70 -2.69 -3.85
C -2.96 2.01 -1.29
C -2.97 3.17 -2.08
C -2.04 2.95 -3.15
C -1.57 1.64 -3.00
C -4.16 -0.60 -2.75
C -5.21 -1.49 -3.02
C -5.08 -2.58 -2.10
C -3.97 -2.30 -1.29
H 0.87 -0.51 -3.63
H 0.47 0.44 -2.20
H -1.47 -1.15 -3.33
H -0.65 -2.40 -2.32
H 4.05 -1.08 0.23
H 5.97 0.82 -0.37
H 4.97 2.26 -2.46
H 2.53 1.15 -3.06
H 2.36 -4.20 -1.00
H 3.42 -5.84 -3.08
H 3.09 -4.28 -5.32
H 2.64 -1.75 -4.36
H -3.57 1.76 -0.42
H -3.58 4.05 -1.91
H -1.76 3.66 -3.93
H -0.94 1.09 -3.69
H -3.94 0.37 -3.18
H -5.96 -1.36 -3.79
H -5.72 -3.45 -2.03
H -3.53 -2.85 -0.46
F -1.21 -0.05 6.69
B -0.18 0.02 7.70
F 0.63 1.18 7.44
F -0.80 0.15 8.97
F 0.62 -1.15 7.64
*
```

- F_max (eV/A) = 5.28
- relative energy (zero: lowest compared OMol25 entry of this formula, charge and spin) (kcal per mole) = 63.6
- E (Eh) = -2494.40827
- <S²> = 6.033
- HOMO (spin up / spin down) (eV) = -13.53 / -13.53

Quick look at the Löwdin charges, all values in e:
1 Pt 0.531
2 C 0.081
3 C 0.042
4 C -0.144
5 C -0.164
6 C -0.110
7 C -0.078
8 C -0.162
9 C -0.107
10 C -0.284
11 H 0.149
12 H 0.135
13 H 0.130
14 H 0.123
15 H 0.066
16 H 0.133
17 H 0.098
18 H 0.118
19 H 0.118
20 H 0.136
21 H 0.150
22 H 0.166
23 H -0.010
24 H 0.001
25 H 0.011
26 P 0.843
27 P 1.093
28 N -0.237
29 N -0.194
30 N -0.176
31 N -0.246
32 C -0.425
33 C -0.457
34 C -0.125
35 C -0.049
36 C -0.048
37 C -0.139
38 C 0.028
39 C 0.060
40 C 0.050
41 C 0.030
42 C -0.078
43 C 0.009
44 C 0.011
45 C -0.068
46 C -0.120
47 C -0.033
48 C -0.049
49 C -0.137
50 H 0.087
51 H 0.066
52 H 0.087
53 H 0.063
54 H 0.107
55 H 0.115
56 H 0.114
57 H 0.099
58 H 0.122
59 H 0.150
60 H 0.139
61 H 0.139
62 H 0.138
63 H 0.128
64 H 0.126
65 H 0.118
66 H 0.091
67 H 0.114
68 H 0.113
69 H 0.102
70 F 0.037
71 B -1.142
72 F 0.052
73 F 0.090
74 F 0.075

---

Entry 3:
This record from the Open Molecules 2025 dataset describes a 7-piece molecular cluster, C27H35BN4O10 overall at a distorted geometry. The level of theory is ωB97M-V with the def2-TZVPD basis set.

ORCA input file:
```
! RIJCOSX wB97M-V def2-TZVPD def2/J DEFGRID3
* xyz 0 1
N -1.09 0.16 0.35
H -1.02 -0.18 1.34
H -1.79 -0.42 -0.15
H -0.19 0.03 -0.10
H -1.25 1.18 0.36
O 5.05 2.80 -1.73
C 4.10 3.33 -1.22
O 2.83 3.20 -1.61
B 1.95 3.94 -0.71
O 2.86 4.56 0.30
C 4.11 4.24 0.03
O 5.10 4.59 0.60
O 0.99 3.05 -0.02
C -0.23 3.41 -0.36
O -1.25 2.93 0.06
C -0.13 4.64 -1.30
O 1.15 4.97 -1.39
O -1.06 5.19 -1.81
C -1.82 2.12 -3.83
C -0.32 1.81 -4.06
C -0.11 0.59 -3.17
O -1.31 0.37 -2.42
C -2.37 0.85 -3.23
H -2.39 2.54 -4.66
H -1.87 2.95 -3.11
H 0.28 2.67 -3.76
H -0.13 1.66 -5.12
H 0.71 0.67 -2.45
H 0.11 -0.29 -3.80
H -3.24 1.09 -2.62
H -2.71 0.09 -3.94
C 1.63 -4.43 1.19
C 1.59 -4.31 -0.34
C 0.36 -3.44 -0.57
O 0.01 -2.87 0.68
C 1.05 -3.10 1.63
H 2.66 -4.61 1.51
H 1.05 -5.27 1.58
H 1.68 -5.28 -0.81
H 2.50 -3.77 -0.61
H -0.48 -4.00 -0.99
H 0.55 -2.63 -1.29
H 0.77 -3.16 2.69
H 1.72 -2.24 1.59
N -0.95 -0.16 3.17
C 0.25 -0.21 3.76
C 0.45 -0.23 5.14
C -0.67 -0.12 5.96
C -1.92 -0.12 5.37
C -2.01 -0.18 3.99
H 1.12 -0.28 3.12
H 1.47 -0.25 5.49
H -0.52 -0.05 7.03
H -2.80 0.01 5.98
H -2.98 -0.18 3.51
N 2.26 0.36 0.75
C 3.14 1.09 1.42
C 4.50 1.07 1.17
C 4.99 0.17 0.23
C 4.09 -0.64 -0.44
C 2.74 -0.50 -0.15
H 2.80 1.81 2.16
H 5.18 1.64 1.79
H 6.05 0.11 0.02
H 4.43 -1.37 -1.17
H 2.05 -1.17 -0.66
N -3.49 -1.15 -0.61
C -4.64 -0.48 -0.54
C -5.87 -1.05 -0.84
C -5.89 -2.40 -1.20
C -4.71 -3.10 -1.30
C -3.54 -2.42 -0.98
H -4.58 0.55 -0.21
H -6.81 -0.56 -0.61
H -6.88 -2.83 -1.31
H -4.71 -4.12 -1.65
H -2.59 -2.92 -1.14
*
```

- F_max (eV/A) = 1.13
- relative energy (zero: lowest compared OMol25 entry of this formula, charge and spin) (kcal per mole) = 0.0
- E (Eh) = -2046.33351
- HOMO (eV) = -9.24

Quick look at the Löwdin charges, all values in e:
1 N 0.267
2 H 0.072
3 H 0.068
4 H 0.085
5 H 0.074
6 O 0.150
7 C -0.388
8 O 0.217
9 B -0.895
10 O 0.227
11 C -0.414
12 O 0.146
13 O 0.223
14 C -0.366
15 O 0.111
16 C -0.388
17 O 0.244
18 O 0.156
19 C -0.149
20 C -0.130
21 C -0.179
22 O -0.181
23 C -0.211
24 H 0.117
25 H 0.099
26 H 0.106
27 H 0.109
28 H 0.109
29 H 0.117
30 H 0.110
31 H 0.123
32 C -0.162
33 C -0.154
34 C -0.215
35 O -0.153
36 C -0.207
37 H 0.116
38 H 0.114
39 H 0.113
40 H 0.104
41 H 0.107
42 H 0.102
43 H 0.118
44 H 0.095
45 N 0.041
46 C -0.134
47 C -0.051
48 C -0.063
49 C -0.065
50 C -0.128
51 H 0.087
52 H 0.106
53 H 0.109
54 H 0.106
55 H 0.111
56 N 0.068
57 C -0.144
58 C -0.053
59 C -0.057
60 C -0.049
61 C -0.164
62 H 0.120
63 H 0.116
64 H 0.116
65 H 0.105
66 H 0.083
67 N 0.040
68 C -0.140
69 C -0.056
70 C -0.070
71 C -0.054
72 C -0.119
73 H 0.115
74 H 0.106
75 H 0.108
76 H 0.106
77 H 0.098